[1]
{"formula": "C20H27NO2S", "method": "ωB97M-V with the def2-TZVPD basis set", "e_tot_ha": -1381.71322, "largest_force_ev_per_a": 0.6, "relative_energy_kj_mol": 181.0, "gap_ev": 8.9, "lumo_ev": 0.7, "smiles": "COc1cccc(C[C@]2(CO)CCCN(Cc3ccc(C)s3)C2)c1", "total_charge": 0, "homo_energy_ha": -0.3016, "symbols": ["C", "H", "O", "C", "C", "C", "C", "C", "C", "H", "H", "H", "C", "H", "H", "C", "C", "N", "C", "C", "C", "H", "H", "H", "H", "H", "H", "C", "C", "C", "C", "C", "S", "C", "H", "H", "H", "H", "H", "H", "H", "H", "H", "C", "H", "O", "H", "H", "H", "H", "H"], "xyz": [[4.0310, 3.3967, 0.6839], [3.6113, 3.8163, -0.2368], [4.9338, 2.3520, 0.4097], [4.4350, 1.1902, -0.0997], [3.1154, 1.0043, -0.4891], [2.6838, -0.2295, -0.9583], [3.5966, -1.2676, -1.0790], [4.9212, -1.0773, -0.7207], [5.3431, 0.1385, -0.2261], [6.3675, 0.3016, 0.0688], [5.6282, -1.8876, -0.8227], [3.2763, -2.2265, -1.4597], [1.2399, -0.4334, -1.3237], [1.1724, -1.2355, -2.0633], [0.8440, 0.4765, -1.7801], [0.3358, -0.8080, -0.1260], [-1.0533, -1.1711, -0.6742], [-1.9348, -1.6147, 0.3882], [-1.4426, -2.8404, 0.9825], [-0.0864, -2.5795, 1.6301], [0.8964, -2.0417, 0.5938], [1.8590, -1.8103, 1.0547], [1.0764, -2.8191, -0.1532], [-0.2203, -1.8629, 2.4414], [0.2966, -3.5078, 2.0587], [-2.1575, -3.1706, 1.7407], [-1.3452, -3.6447, 0.2289], [-3.3141, -1.7076, -0.0555], [-3.8598, -0.3518, -0.3490], [-4.4937, 0.0985, -1.4618], [-4.8677, 1.4609, -1.3764], [-4.5110, 2.0430, -0.2029], [-3.7011, 0.9065, 0.8337], [-4.7304, 3.4452, 0.2416], [-5.2274, 4.0103, -0.5435], [-5.3487, 3.4719, 1.1385], [-3.7822, 3.9274, 0.4772], [-5.3805, 1.9836, -2.1644], [-4.6938, -0.5194, -2.3196], [-3.4275, -2.3435, -0.9533], [-3.8916, -2.1646, 0.7562], [-1.5000, -0.2913, -1.1448], [-0.9472, -1.9532, -1.4496], [0.1420, 0.3858, 0.8348], [-0.7490, 0.1904, 1.4459], [1.2404, 0.7014, 1.6550], [1.4373, -0.0608, 2.2086], [-0.0512, 1.2879, 0.2484], [2.4028, 1.8082, -0.4153], [4.6129, 4.1639, 1.1930], [3.2182, 3.0595, 1.3343]], "lowdin_charge": [-0.086, 0.095, -0.083, -0.264, 0.018, -0.222, -0.064, -0.080, -0.013, 0.114, 0.102, 0.108, -0.088, 0.122, 0.128, -0.397, -0.139, -0.186, -0.191, -0.156, -0.137, 0.117, 0.126, 0.113, 0.115, 0.121, 0.129, -0.213, -0.528, -0.131, -0.141, -0.585, 1.083, -0.109, 0.079, 0.075, 0.075, 0.107, 0.109, 0.133, 0.123, 0.131, 0.139, -0.205, 0.101, -0.050, 0.085, 0.130, 0.108, 0.092, 0.093]}


[2]
{"formula": "C20H27NO5", "method": "ωB97M-V with the def2-TZVPD basis set", "e_tot_ha": -1209.27136, "largest_force_ev_per_a": 0.7, "relative_energy_kj_mol": 163.7, "gap_ev": 8.8, "lumo_ev": 0.7, "smiles": "COc1ccc(OCCC(=O)OCC(=O)NCCC2=CCCCC2)cc1", "total_charge": 0, "homo_energy_ha": -0.2995, "symbols": ["C", "H", "O", "C", "C", "C", "C", "C", "C", "H", "H", "O", "C", "C", "C", "O", "O", "C", "H", "C", "O", "N", "H", "C", "H", "H", "C", "C", "C", "C", "C", "C", "C", "H", "H", "H", "H", "H", "H", "H", "H", "H", "H", "H", "H", "H", "H", "H", "H", "H", "H", "H", "H"], "xyz": [[5.2146, -0.3821, 0.2207], [4.8243, -1.3518, 0.5465], [4.2274, 0.3797, -0.4291], [3.1049, 0.7186, 0.2702], [2.1563, 1.4729, -0.4244], [0.9878, 1.8615, 0.1869], [0.7272, 1.5067, 1.5133], [1.6734, 0.7723, 2.2092], [2.8530, 0.3784, 1.5904], [3.5642, -0.1938, 2.1648], [1.5196, 0.4972, 3.2409], [-0.4763, 1.9256, 2.0100], [-0.8465, 1.5700, 3.3231], [-2.3471, 1.8480, 3.4480], [-3.0489, 0.9127, 2.4875], [-2.9534, -0.2914, 2.5359], [-3.7360, 1.5711, 1.5671], [-4.3747, 0.8218, 0.5328], [-5.2041, 1.4361, 0.1813], [-3.4136, 0.5586, -0.6449], [-3.6208, 1.0068, -1.7510], [-2.3630, -0.2032, -0.3095], [-2.2846, -0.5593, 0.6335], [-1.2689, -0.4892, -1.2093], [-1.5975, -0.2100, -2.2122], [-0.4019, 0.1252, -0.9380], [-0.8650, -1.9649, -1.1424], [0.4038, -2.1881, -1.9200], [1.5921, -2.1719, -1.3324], [2.8932, -2.3478, -2.0517], [2.6884, -2.8886, -3.4634], [1.5539, -2.1309, -4.1423], [0.2468, -2.3932, -3.4007], [-0.0792, -3.4233, -3.5819], [-0.5391, -1.7361, -3.7792], [1.4594, -2.4380, -5.1857], [1.7737, -1.0617, -4.1213], [3.6116, -2.7915, -4.0380], [2.4314, -3.9491, -3.4150], [3.3976, -1.3769, -2.0945], [3.5396, -3.0210, -1.4813], [1.6635, -2.0010, -0.2656], [-0.7079, -2.2330, -0.0949], [-1.6701, -2.5850, -1.5416], [-4.7385, -0.1300, 0.9355], [-2.5678, 2.8789, 3.1787], [-2.6723, 1.6400, 4.4670], [-0.6707, 0.5016, 3.5045], [-0.2798, 2.1598, 4.0565], [0.2539, 2.4508, -0.3401], [2.3605, 1.7406, -1.4485], [5.6324, 0.1500, 1.0816], [5.9990, -0.5409, -0.5177]], "lowdin_charge": [-0.094, 0.092, -0.107, -0.293, 0.002, -0.016, -0.267, -0.012, -0.021, 0.105, 0.107, -0.043, -0.192, -0.038, -0.498, 0.097, 0.039, -0.045, 0.136, -0.464, 0.070, 0.089, 0.115, -0.152, 0.123, 0.104, -0.132, -0.256, -0.053, -0.193, -0.202, -0.196, -0.155, 0.124, 0.114, 0.108, 0.118, 0.107, 0.116, 0.103, 0.110, 0.109, 0.116, 0.122, 0.135, 0.128, 0.134, 0.127, 0.137, 0.127, 0.124, 0.096, 0.095]}


[3]
{"formula": "C20H28BF5N4O5SSi", "method": "ωB97M-V with the def2-TZVPD basis set", "e_tot_ha": -2586.17064, "largest_force_ev_per_a": 1.1, "relative_energy_kj_mol": 0.0, "gap_ev": 7.2, "lumo_ev": -1.1, "total_charge": 0, "homo_energy_ha": -0.3030, "symbols": ["C", "O", "C", "N", "C", "N", "C", "C", "C", "F", "N", "C", "S", "N", "C", "F", "F", "C", "C", "Si", "C", "C", "C", "C", "C", "C", "C", "C", "H", "H", "H", "H", "H", "H", "H", "H", "H", "H", "H", "H", "H", "H", "H", "H", "H", "H", "H", "H", "H", "H", "H", "H", "H", "H", "H", "H", "B", "O", "C", "O", "C", "O", "O", "F", "F"], "xyz": [[1.4604, -1.3538, 4.2871], [1.5392, -1.9901, 3.0076], [0.6975, -1.4430, 2.0572], [1.1978, -0.1597, 1.5505], [2.3400, 0.1469, 0.8929], [3.2979, -0.6624, 0.4712], [3.2745, -2.1149, 0.5982], [4.4598, -0.0647, -0.1981], [4.1049, 0.5689, -1.5208], [5.0766, 0.8192, 0.6478], [2.4059, 1.4775, 0.6837], [1.3003, 1.9881, 1.1548], [1.0632, 3.7303, 1.0273], [0.5150, 1.0378, 1.6950], [-0.8195, 1.1515, 2.2841], [-1.0740, 2.4414, 2.4252], [-0.7594, 0.6467, 3.5364], [-1.8874, 0.4220, 1.4469], [-3.2004, 1.1785, 1.2819], [-4.5744, -0.0871, 0.8307], [-5.2558, -0.7017, 2.4658], [-5.8969, 0.6598, -0.2490], [-3.7018, -1.5017, -0.0654], [-3.6061, -2.7674, 0.5387], [-2.9183, -3.8049, -0.0915], [-2.3216, -3.5927, -1.3294], [-2.4231, -2.3420, -1.9518], [-3.1080, -1.3078, -1.3205], [1.5356, -0.2739, 4.1973], [2.3209, -1.6903, 4.8491], [0.5477, -1.6597, 4.7905], [-0.3027, -1.3283, 2.4599], [0.6281, -2.1303, 1.2257], [3.4433, -2.4263, 1.6223], [2.3573, -2.5395, 0.2130], [4.0692, -2.5411, 0.0032], [5.1940, -0.8458, -0.3607], [4.9681, 0.6602, -2.1633], [3.7112, 1.5582, -1.3241], [3.3197, -0.0043, -2.0025], [0.5933, 3.7910, -0.2292], [-1.4642, 0.1574, 0.4869], [-2.1000, -0.4885, 2.0036], [-3.1361, 1.8729, 0.4486], [-3.5185, 1.6646, 2.1967], [-6.0706, -1.4087, 2.3270], [-4.4639, -1.2242, 3.0010], [-5.6263, 0.1104, 3.0828], [-5.5088, 1.0400, -1.1884], [-6.4831, 1.4199, 0.2567], [-6.5930, -0.1390, -0.5054], [-4.0528, -2.9695, 1.5003], [-2.8198, -4.7785, 0.3619], [-1.7729, -4.3714, -1.8351], [-1.9727, -2.1507, -2.9132], [-3.1840, -0.3298, -1.7743], [3.4053, 4.1570, -4.6986], [3.8107, 2.8695, -4.0419], [4.3272, 2.0632, -4.9428], [4.7428, 0.9531, -4.7290], [4.3024, 2.7742, -6.3049], [4.6988, 2.3099, -7.3379], [3.7684, 3.9671, -6.1339], [4.1039, 5.2144, -4.1446], [2.0351, 4.3424, -4.5536]], "lowdin_charge": [-0.046, -0.143, -0.157, 0.123, -0.241, 0.007, 0.006, -0.348, 0.000, 0.036, 0.176, -0.596, 0.905, 0.084, -0.515, 0.115, 0.119, -0.140, -0.204, 0.595, -0.169, -0.164, -0.264, -0.095, -0.085, -0.083, -0.074, -0.101, 0.085, 0.096, 0.098, 0.120, 0.136, 0.097, 0.090, 0.099, 0.146, 0.083, 0.076, 0.098, -0.089, 0.121, 0.099, 0.085, 0.085, 0.039, 0.027, 0.035, 0.032, 0.034, 0.038, 0.088, 0.100, 0.101, 0.104, 0.104, -1.056, 0.191, -0.415, 0.104, -0.418, 0.129, 0.212, 0.149, 0.134]}


[4]
{"formula": "C20H28BaNO3P", "method": "ωB97M-V with the def2-TZVPD basis set", "e_tot_ha": -1426.11100, "largest_force_ev_per_a": 3.1, "relative_energy_kj_mol": 0.0, "gap_ev": 5.2, "lumo_ev": -1.0, "total_charge": 0, "homo_energy_ha": -0.2276, "symbols": ["C", "C", "C", "C", "C", "C", "C", "C", "N", "Ba", "C", "P", "H", "H", "H", "H", "H", "H", "H", "H", "C", "C", "H", "C", "C", "H", "H", "H", "H", "H", "H", "H", "H", "H", "H", "H", "H", "H", "H", "O", "C", "C", "C", "C", "C", "C", "C", "O", "O", "H", "H", "H", "H", "H"], "xyz": [[2.7797, -0.0702, -3.4664], [3.0617, -0.6079, -2.2133], [2.2753, -0.2510, -1.0892], [1.2207, 0.6295, -1.2623], [0.8809, 1.1114, -2.5194], [1.6672, 0.7576, -3.6447], [2.6250, -0.8745, 0.2640], [2.0260, -0.0298, 1.4146], [2.8005, 0.9835, 2.0172], [-0.6625, 0.4675, 1.7199], [-0.3724, 1.9396, -2.6763], [-0.9248, 2.3033, -0.9538], [3.8733, -1.3262, -2.0774], [1.3952, 1.1156, -4.6387], [3.4387, -0.2993, -4.3123], [-1.1955, 1.3752, -3.1527], [-0.2371, 2.8728, -3.2545], [2.1601, -1.8800, 0.3529], [3.7123, -0.9902, 0.3739], [1.3447, 0.6380, 0.7764], [-2.4516, 3.2895, -1.2968], [0.2598, 3.6571, -0.6031], [1.4769, -0.6951, 2.1381], [3.5368, 1.8007, 1.0881], [2.7354, 1.3288, 3.4254], [-3.2073, 0.8329, 2.4387], [4.3464, 2.3713, 1.5825], [3.9683, 1.1904, 0.2875], [2.8219, 2.4982, 0.6111], [3.6539, 1.8647, 3.7230], [1.8597, 1.9860, 3.6261], [2.6561, 0.4514, 4.0799], [0.2276, 4.4248, -1.3823], [0.0427, 4.1067, 0.3722], [1.2698, 3.2490, -0.5568], [-2.2968, 4.1079, -2.0168], [-3.2216, 2.6114, -1.6914], [-2.8322, 3.7012, -0.3506], [-2.9931, 0.8543, 3.2285], [-2.1290, -4.6888, -1.1564], [-2.8328, -4.0001, -0.2490], [-4.2473, -4.0115, -0.2976], [-4.9604, -3.4696, 0.7643], [-4.2991, -2.9650, 1.8935], [-2.9002, -2.8744, 1.9046], [-2.1616, -3.3059, 0.8000], [-0.7052, -2.9840, 0.6283], [-0.3431, -1.8676, 1.1829], [0.0394, -3.7445, -0.0242], [-1.1604, -4.5392, -0.9072], [-4.7427, -4.4645, -1.1613], [-6.0532, -3.4560, 0.7202], [-4.8657, -2.6286, 2.7613], [-2.3602, -2.4964, 2.7792]], "lowdin_charge": [-0.107, -0.060, -0.267, -0.109, -0.348, -0.063, -0.128, -0.434, -0.301, 1.708, -0.325, 0.696, 0.104, 0.099, 0.096, 0.091, 0.095, 0.112, 0.116, -0.058, -0.328, -0.289, 0.063, -0.059, -0.091, 0.011, 0.095, 0.086, 0.073, 0.088, 0.062, 0.084, 0.049, 0.032, 0.010, 0.038, 0.031, 0.023, 0.034, 0.063, -0.260, -0.008, -0.096, -0.110, -0.064, -0.087, -0.548, -0.374, 0.041, 0.093, 0.119, 0.104, 0.092, 0.104]}